Entry 1:
This record from OMol25 describes one molecule with the formula C4H8N2O at a distorted geometry. The level of theory is ωB97M-V/def2-TZVPD.

Output
Strongest force on any atom ... 5.0 eV Å⁻¹
HOMO energy ... -9.01 eV
SMILES ... C=CN(CC)N=O
Kohn-Sham gap ... 9.73 eV
Energy above the lowest of the compared OMol25 structures with the same formula, charge and spin ... 109.06 kcal/mol

Structure (XYZ):
```
15
Properties=species:S:1:pos:R:3:forces:R:3
O 1.2400 -0.2426 -0.9595 -1.98 0.39 1.49
N 0.7020 0.4387 -0.0769 1.09 -0.75 -0.63
C 0.6626 0.9873 2.5942 -2.35 0.42 -0.28
C -0.4580 0.6454 1.8690 4.87 -0.45 1.25
N -0.2791 -0.0826 0.6983 0.24 -0.67 -1.33
C -1.9844 -0.9203 -0.8334 -0.03 -1.23 -0.80
C -1.0916 -1.2972 0.3722 1.27 1.41 -1.97
H 0.4416 1.5159 3.5539 0.68 -0.40 -0.95
H 1.6896 0.8159 2.2222 -0.87 0.13 0.41
H -1.4022 0.6982 2.2587 -2.33 0.34 0.78
H -1.5289 -1.4571 -1.7064 -0.53 1.03 0.38
H -2.1664 0.1595 -1.0465 0.44 -0.89 0.37
H -2.9406 -1.4163 -0.6797 -0.29 0.16 -0.14
H -0.3955 -2.0775 0.0008 -0.29 0.39 0.67
H -1.6744 -1.6558 1.1952 0.08 0.15 0.74
```
Positions in Å, forces in eV/Å.

Entry 2:
This record from OMol25 describes one molecule with the formula C4H8N2O at a distorted geometry. The level of theory is ωB97M-V/def2-TZVPD.

Output
Strongest force on any atom ... 1.4 eV Å⁻¹
HOMO energy ... -10.14 eV
SMILES ... CN[C@H](C#N)CO
Kohn-Sham gap ... 10.96 eV
Energy above the lowest of the compared OMol25 structures with the same formula, charge and spin ... 41.33 kcal/mol

Structure (XYZ):
```
15
Properties=species:S:1:pos:R:3:forces:R:3
C 0.5066 0.0386 1.9013 0.09 -0.06 0.17
N -0.1273 0.5544 0.6902 0.19 0.15 -0.07
C 0.2335 -0.1889 -0.5124 -0.10 -0.28 0.07
C -0.9711 -0.1841 -1.4860 0.37 0.09 -0.23
O -2.0978 -0.6839 -0.8149 0.03 0.13 0.22
C 1.5430 0.1980 -1.1129 0.63 0.33 -0.45
N 2.5728 0.4903 -1.5584 -1.24 -0.30 0.54
H 1.6066 0.0451 1.8609 -0.14 0.00 -0.01
H 0.1892 0.6290 2.7645 0.03 -0.03 -0.15
H 0.1729 -0.9929 2.0692 0.07 0.21 -0.06
H 0.0791 1.5430 0.5736 -0.06 -0.16 0.00
H 0.3570 -1.2288 -0.1914 -0.04 0.01 -0.11
H -0.7777 -0.8530 -2.3292 0.06 0.15 0.07
H -1.1558 0.8291 -1.8786 0.16 -0.14 0.10
H -2.1310 -0.1960 0.0241 -0.04 -0.10 -0.09
```
Positions in Å, forces in eV/Å.

Entry 3:
This record from OMol25 describes C4H8N2O as an isolated structure at a distorted geometry. The level of theory is ωB97M-V/def2-TZVPD.

Output
Strongest force on any atom ... 7.5 eV Å⁻¹
HOMO energy ... -7.62 eV
Kohn-Sham gap ... 8.12 eV
Energy above the lowest of the compared OMol25 structures with the same formula, charge and spin ... 191.81 kcal/mol

Structure (XYZ):
```
15
Properties=species:S:1:pos:R:3:forces:R:3
C 2.6909 -0.3670 0.6418 0.94 1.88 3.06
C 0.4559 -0.7242 0.0663 -1.34 2.69 -0.76
C -0.7779 -0.8604 0.6718 1.87 0.57 0.75
C -1.6118 0.7910 -1.2788 -1.72 -2.05 1.59
H 3.6809 -0.9560 1.4385 -3.49 1.81 -2.97
H 2.2699 0.7641 1.3542 1.05 -3.82 -1.96
H 3.1139 0.1549 -0.3048 -0.64 -1.48 1.35
H 0.7341 0.1346 -0.7780 -1.42 -2.23 2.13
H -1.1058 -1.3578 1.7666 1.17 1.15 -3.62
H -2.8322 0.1305 0.2748 4.62 -1.51 -0.36
H -0.5307 0.6410 -1.7616 -3.26 0.57 0.22
H -3.2098 1.6594 -0.7995 -0.86 -0.55 0.12
N -1.6933 -0.0706 -0.0056 -6.17 3.78 -1.86
N -2.7626 1.3699 -1.6633 5.19 -0.36 0.49
O 1.5785 -1.3094 0.3775 4.05 -0.45 1.83
```
Positions in Å, forces in eV/Å.

Entry 4:
This record from OMol25 describes one molecule with the formula C4H8N2O. The level of theory is ωB97M-V/def2-TZVPD.

Output
Strongest force on any atom ... 0.7 eV Å⁻¹
HOMO energy (alpha / beta) ... -7.68 / -7.68 eV
Kohn-Sham gap (alpha / beta) ... 8.02 / 8.01 eV
Energy above the lowest of the compared OMol25 structures with the same formula, charge and spin ... 76.30 kcal/mol

Structure (XYZ):
```
15
Properties=species:S:1:pos:R:3:forces:R:3
C -0.0707 -0.2893 -0.0231 0.42 0.00 -0.21
C 1.8521 -0.9733 -0.3471 -0.62 0.33 0.17
C -1.4107 -0.7065 -0.5499 -0.04 -0.01 0.05
N 0.7983 -1.3170 0.4133 0.18 -0.04 0.08
C 0.2813 1.0721 0.3783 0.08 0.06 0.10
N -0.7460 2.0016 0.3046 0.09 -0.09 0.00
O 1.3855 1.4294 0.7956 -0.28 -0.13 -0.13
H 0.8984 -1.5691 1.3890 0.02 0.02 -0.09
H -1.7091 1.7121 0.3242 0.10 -0.04 0.00
H -0.5376 2.8813 0.7498 0.02 -0.07 -0.02
H 1.7399 -1.0520 -1.4174 -0.03 -0.03 0.02
H 2.8089 -0.6859 0.0747 -0.01 -0.05 0.02
H -2.0584 -1.1085 0.2443 0.05 0.04 -0.05
H -1.2947 -1.5029 -1.2888 0.01 0.04 0.03
H -1.9372 0.1082 -1.0474 0.03 -0.01 0.02
```
Positions in Å, forces in eV/Å.

Entry 5:
This record from OMol25 describes one molecule with the formula C4H8N2O at a distorted geometry. The level of theory is ωB97M-V/def2-TZVPD.

Output
Strongest force on any atom ... 7.1 eV Å⁻¹
HOMO energy ... -9.96 eV
SMILES ... CN[C@H](C#N)CO
Kohn-Sham gap ... 10.52 eV
Energy above the lowest of the compared OMol25 structures with the same formula, charge and spin ... 95.34 kcal/mol

Structure (XYZ):
```
15
Properties=species:S:1:pos:R:3:forces:R:3
C -1.7451 0.4297 0.8610 -3.21 0.08 -6.30
N -0.3423 0.3413 0.8866 1.92 -0.94 -1.52
C 0.4121 0.0773 -0.7124 -0.83 1.09 2.86
C 1.8081 -0.3111 -0.3498 0.32 -0.20 0.05
O 2.3442 0.7154 0.4368 0.16 0.16 0.28
C -0.4041 -0.8750 -1.3672 -1.76 -1.01 0.24
N -1.3612 -1.5004 -1.5439 0.77 -0.05 -0.63
H -2.4280 -0.4122 1.0094 0.89 -0.52 0.80
H -2.3150 1.2966 1.1533 0.77 0.75 0.63
H -2.0066 0.4278 -0.4451 0.13 0.42 3.58
H -0.1737 -0.5445 1.3675 0.68 0.11 -0.29
H 0.3714 1.0444 -1.2228 -0.05 -0.06 0.33
H 2.4302 -0.4284 -1.2443 -0.09 0.06 0.10
H 1.7947 -1.2885 0.1660 0.03 0.22 -0.03
H 1.6152 1.0277 1.0049 0.26 -0.10 -0.11
```
Positions in Å, forces in eV/Å.

Entry 6:
This record from OMol25 describes one molecule with the formula C4H8N2O at a distorted geometry. The level of theory is ωB97M-V/def2-TZVPD.

Output
Strongest force on any atom ... 3.4 eV Å⁻¹
HOMO energy ... -8.75 eV
SMILES ... C[C@H]1N2C[C@@]12NO
Kohn-Sham gap ... 9.74 eV
Energy above the lowest of the compared OMol25 structures with the same formula, charge and spin ... 142.42 kcal/mol

Structure (XYZ):
```
15
Properties=species:S:1:pos:R:3:forces:R:3
C -2.0946 -0.3432 0.1519 -0.34 -0.08 0.07
C -0.8064 -0.1234 -0.5813 -0.74 -0.06 0.04
N -0.0787 1.1664 -0.4050 -0.07 -0.89 0.74
C 0.4704 0.8896 0.9330 -0.22 0.35 0.45
C 0.5041 -0.2681 0.0289 -1.07 0.84 -0.14
N 1.5971 -0.4972 -0.8453 -0.22 2.75 -0.61
O 2.7700 -0.6051 -0.0631 0.55 -0.53 -0.07
H -2.8740 0.2664 -0.3121 -0.01 -0.08 0.08
H -2.0273 -0.0763 1.2104 0.00 -0.05 -0.19
H -2.3853 -1.3946 0.0771 -0.04 0.09 0.05
H -0.8322 -0.4383 -1.6310 -0.02 0.15 0.23
H 1.4317 0.5927 -1.0838 2.12 -2.53 -0.94
H -0.2229 0.9012 1.7672 0.05 -0.13 0.14
H 1.4259 1.3717 1.1460 -0.20 -0.03 -0.10
H 3.1224 -1.4418 -0.3929 0.21 0.20 0.24
```
Positions in Å, forces in eV/Å.